## i
C3H7N5 | ωB97M-V/def2-TZVPD

Structure (XYZ):
```
15
C3H7N5 (ωB97M-V/def2-TZVPD)
C 0.97 -0.52 0.26
C 0.36 0.89 0.16
C -2.08 0.17 -0.17
H 2.19 -0.26 -1.45
H 2.46 -1.66 -0.58
H -0.41 -1.33 1.32
H 2.00 1.56 -0.15
H -1.27 1.91 0.46
H -3.03 0.71 -0.03
H -1.18 -1.48 -0.71
N 2.14 -0.67 -0.52
N 0.46 -1.57 0.84
N 1.05 1.93 -0.07
N -1.05 0.96 0.32
N -2.08 -1.03 -0.62
```

Summary:
- HOMO (eV) = -9.812
- LUMO level (hartree) = 0.0077
- Kohn-Sham gap (Eh) = 0.368



## ii
C3H7N5 | ωB97M-V/def2-TZVPD

Structure (XYZ):
```
15
C3H7N5 (ωB97M-V/def2-TZVPD)
C 0.09 1.28 -1.24
C -1.97 -0.06 -0.46
C 2.54 -0.61 0.40
N 1.33 1.18 -0.84
N 0.26 -0.43 0.09
N -2.58 0.37 0.84
N -0.56 0.28 -0.60
N 1.39 0.15 -0.01
H -2.53 0.38 -1.31
H -2.09 -1.13 -0.57
H -2.13 -0.21 1.59
H 2.02 -1.42 1.03
H 3.42 -0.05 0.85
H 2.87 -1.05 -0.60
H -2.08 1.33 0.83
```

Summary:
- HOMO (eV) = -8.456
- LUMO level (hartree) = 0.0217
- Kohn-Sham gap (Eh) = 0.332



i (3.318 eV below the next structure)



## i
C3H7N5 | ωB97M-V/def2-TZVPD

Structure (XYZ):
```
15
C3H7N5 (ωB97M-V/def2-TZVPD)
C -0.55 1.71 0.98
C 0.97 -1.86 -0.40
C -0.28 -1.10 -0.14
H -1.02 0.93 1.62
H 0.51 1.74 1.33
H -1.03 2.66 1.07
H -1.44 1.31 -0.86
H 1.62 0.74 -1.68
H 1.16 -2.90 -0.16
H -1.41 -2.37 0.71
N -0.50 1.36 -0.45
N 0.05 0.12 -0.70
N 1.43 0.14 -0.85
N 1.88 -1.12 -0.87
N -1.40 -1.36 0.41
```

Summary:
- HOMO (eV) = -8.284
- LUMO level (hartree) = 0.0391
- Kohn-Sham gap (Eh) = 0.344



## ii
C3H7N5 | ωB97M-V/def2-TZVPD

Structure (XYZ):
```
15
C3H7N5 (ωB97M-V/def2-TZVPD)
C -2.54 0.09 0.70
C -2.27 -0.31 -0.55
C -0.52 0.69 0.34
N -1.46 0.72 1.24
N -1.00 0.20 -0.85
N 1.52 1.67 -0.23
N 1.53 -1.17 0.75
N 0.65 1.27 0.70
H -3.45 0.16 1.16
H -3.13 -0.62 -1.11
H -0.40 -0.38 -1.39
H 2.43 1.93 0.22
H 1.48 1.37 -1.21
H 0.59 -1.56 0.59
H 1.98 -1.17 1.62
```

Summary:
- HOMO (alpha / beta) (eV) = -7.325 / -8.965
- LUMO level (alpha / beta) (hartree) = -0.0118 / -0.0043
- Kohn-Sham gap (alpha / beta) (Eh) = 0.257 / 0.325



## iii
C3H7N5 | ωB97M-V/def2-TZVPD

Structure (XYZ):
```
15
C3H7N5 (ωB97M-V/def2-TZVPD)
C 0.73 0.13 0.14
C -0.27 -0.90 0.70
C -0.16 1.14 -0.10
H 2.39 0.00 -1.18
H 0.87 -1.64 -1.30
H 1.46 0.39 0.81
H 0.01 -2.82 0.15
H -1.97 -0.43 1.34
H -1.64 1.82 0.76
H 0.36 1.43 -1.77
N 1.09 -0.27 -1.36
N -0.58 -2.06 0.77
N -1.17 -0.02 1.19
N -0.79 1.36 0.98
N -0.34 1.87 -1.13
```

Summary:
- HOMO (eV) = -8.888
- LUMO level (hartree) = 0.0070
- Kohn-Sham gap (Eh) = 0.334



i (1.874 eV below the next structure)



## i
C6H9N3OS | ωB97M-V/def2-TZVPD

Structure (XYZ):
```
20
C6H9N3OS (ωB97M-V/def2-TZVPD)
C -2.84 -0.12 0.58
C -2.34 -1.31 0.93
C -0.80 0.12 -0.39
C 2.48 -0.26 -0.06
C 3.63 -1.35 -0.21
C -2.23 1.93 -0.75
N 0.17 0.76 -0.96
N -1.99 0.66 -0.11
N 1.41 -0.33 -1.03
O 2.46 0.66 0.75
S -0.69 -1.49 0.38
H -3.79 0.41 0.66
H -2.64 -2.04 1.69
H 3.07 -2.31 -0.20
H 4.35 -1.09 0.59
H 3.99 -1.21 -1.19
H -2.19 2.75 0.00
H -1.55 2.01 -1.63
H -3.26 2.00 -1.00
H 1.33 -1.12 -1.67
```

Summary:
- HOMO (eV) = -8.012
- LUMO level (hartree) = 0.0229
- Kohn-Sham gap (Eh) = 0.317



## ii
C6H9N3OS | ωB97M-V/def2-TZVPD

Structure (XYZ):
```
20
C6H9N3OS (ωB97M-V/def2-TZVPD)
C 1.19 -0.82 -0.76
C -0.90 -1.61 0.25
C 1.33 -2.19 -1.24
C -0.60 -2.86 -0.28
C 0.02 -0.58 0.00
C -1.34 1.64 -0.79
N 0.47 -3.17 -0.97
N 1.27 1.74 0.62
N 1.41 2.52 1.82
O -1.04 1.09 1.70
S -0.18 1.08 0.55
H 1.96 0.01 -0.95
H -1.79 -1.26 0.80
H 2.08 -2.63 -1.77
H -1.12 -3.78 -0.20
H -1.65 2.77 -0.67
H -0.94 1.47 -1.86
H -2.33 1.26 -0.63
H 1.25 1.90 2.55
H 0.91 3.42 1.83
```

Summary:
- HOMO (eV) = -8.824
- LUMO level (hartree) = 0.0030
- Kohn-Sham gap (Eh) = 0.327



i (2.273 eV below the next structure)



## i
C5H9N3O | ωB97M-V/def2-TZVPD

Structure (XYZ):
```
18
C5H9N3O (ωB97M-V/def2-TZVPD)
C -0.37 -1.38 0.34
C 2.09 2.16 -0.08
N 1.14 1.09 -0.15
N -0.64 -1.46 -1.11
C -1.10 -0.19 -1.24
N -1.08 -2.28 1.19
C 0.04 1.18 0.45
C -0.93 0.07 0.33
O -1.57 0.42 -2.15
H -0.54 -2.19 -1.79
H 0.70 -1.42 0.57
H -2.05 -2.37 0.90
H -0.65 -3.20 1.21
H -0.31 2.11 0.91
H -1.84 0.21 0.90
H 2.96 1.81 0.49
H 1.70 3.07 0.36
H 2.45 2.36 -1.12
```

Summary:
- HOMO (eV) = -9.272
- LUMO level (hartree) = 0.0319
- Kohn-Sham gap (Eh) = 0.373



## ii
C5H9N3O | ωB97M-V/def2-TZVPD

Structure (XYZ):
```
18
C5H9N3O (ωB97M-V/def2-TZVPD)
C -1.01 2.07 -0.01
C -0.71 0.60 -0.35
C 0.59 0.16 0.15
C 1.35 -0.74 -0.68
C -1.34 -1.42 0.81
H -0.43 2.22 0.92
H -2.02 2.42 -0.02
H -0.71 2.64 -0.92
H -1.22 0.06 -1.22
H 1.18 0.93 0.73
H 0.62 -1.26 -1.28
H 4.13 -0.65 0.76
H -1.35 -2.19 1.93
H -2.09 -1.43 -1.51
N 2.59 -1.06 -0.41
N -0.64 -0.24 0.84
N -2.09 -2.03 -0.25
O 3.15 -0.09 0.51
```

Summary:
- HOMO (eV) = -9.331
- LUMO level (hartree) = 0.0139
- Kohn-Sham gap (Eh) = 0.357



## iii
C5H9N3O | ωB97M-V/def2-TZVPD

Structure (XYZ):
```
18
C5H9N3O (ωB97M-V/def2-TZVPD)
C 1.10 -2.07 -0.29
C -0.08 1.10 -1.02
C -0.90 1.10 0.30
C -0.55 -0.41 0.71
C -0.03 -0.50 2.10
H 1.20 -2.52 0.69
H 0.42 -2.64 -0.93
H 2.02 -2.06 -0.80
H -0.58 3.16 -1.63
H 0.25 2.26 -2.73
H -0.61 1.84 1.00
H -2.01 1.33 0.08
H -1.36 -1.08 0.41
H 0.87 0.00 2.37
N 0.59 -0.68 -0.06
N 0.56 0.03 -1.28
N -0.32 2.24 -1.96
O -0.56 -1.10 3.06
```

Summary:
- HOMO (eV) = -8.000
- LUMO level (hartree) = 0.0263
- Kohn-Sham gap (Eh) = 0.320



## iv
C5H9N3O | ωB97M-V/def2-TZVPD

Structure (XYZ):
```
18
C5H9N3O (ωB97M-V/def2-TZVPD)
C 0.91 -0.90 0.02
C 2.40 -0.62 0.06
C -1.07 0.92 -1.03
C -2.25 0.15 1.26
C -1.31 -0.13 0.07
N 2.33 1.74 -0.43
N 3.22 -1.57 -0.08
N 0.07 -0.12 0.54
O 2.96 0.67 -0.16
H 0.81 -1.81 -0.71
H -0.96 1.86 -0.56
H -0.17 0.63 -1.45
H -1.93 1.01 -1.70
H -2.18 1.13 1.63
H -2.22 -0.62 2.00
H -3.29 0.18 0.85
H -1.52 -1.23 -0.40
H 4.21 -1.30 0.08
```

Summary:
- HOMO (alpha / beta) (eV) = -8.958 / -8.862
- LUMO level (alpha / beta) (hartree) = -0.0095 / -0.0092
- Kohn-Sham gap (alpha / beta) (Eh) = 0.320 / 0.316



i (1.541 eV below the next structure)



## i
C5H9N3O | ωB97M-V/def2-TZVPD

Structure (XYZ):
```
18
C5H9N3O (ωB97M-V/def2-TZVPD)
C 1.62 1.25 -1.12
C -0.56 -1.62 -0.60
C 0.68 -0.80 0.05
C 0.61 0.63 -0.20
N -1.77 -1.51 0.03
N -1.09 1.16 1.49
C -0.51 1.26 0.25
N 1.60 -1.43 0.70
O -0.31 -2.53 -1.37
H -2.49 -2.18 -0.16
H -1.89 -0.81 0.76
H 1.48 -2.44 0.57
H -1.56 1.99 1.84
H -0.55 0.63 2.17
H -0.89 2.12 -0.31
H 1.61 2.34 -1.04
H 2.63 0.92 -0.88
H 1.39 1.01 -2.16
```

Summary:
- HOMO (eV) = -7.940
- LUMO level (hartree) = 0.0206
- Kohn-Sham gap (Eh) = 0.312



## ii
C5H9N3O | ωB97M-V/def2-TZVPD

Structure (XYZ):
```
18
C5H9N3O (ωB97M-V/def2-TZVPD)
C 1.14 1.00 0.71
C 0.56 0.84 -1.82
C -1.25 -0.74 0.42
C 0.84 -0.44 0.55
C 0.09 0.94 -0.40
N -1.70 -0.39 1.65
N -1.54 -1.67 -0.34
N 1.55 -1.48 0.64
O -1.16 1.21 -0.18
H -1.61 -1.09 2.37
H -1.70 0.60 1.84
H -1.11 -1.79 -1.24
H 1.04 -2.30 0.28
H 2.15 1.33 0.47
H 0.74 1.45 1.62
H 0.43 1.84 -2.27
H 1.60 0.54 -1.92
H -0.08 0.15 -2.38
```

Summary:
- HOMO (eV) = -7.693
- LUMO level (hartree) = -0.0017
- Kohn-Sham gap (Eh) = 0.281



i (3.544 eV below the next structure)



## i
C6H6N2OS | ωB97M-V/def2-TZVPD

Structure (XYZ):
```
16
C6H6N2OS (ωB97M-V/def2-TZVPD)
C 0.93 2.03 0.02
C 0.44 0.95 0.64
C 0.70 1.75 -1.35
C 0.11 0.54 -1.48
C -1.56 3.54 -2.14
C -0.21 -1.29 0.15
N -0.03 0.05 -0.28
N -2.55 3.05 -1.85
O -0.40 3.96 -2.34
S 0.88 2.76 -2.73
H 1.37 2.77 0.53
H 0.15 0.68 1.68
H -0.92 -1.81 -0.44
H 0.77 -1.64 0.20
H -0.56 -1.27 1.14
H -0.08 0.08 -2.45
```

Summary:
- HOMO (eV) = -9.188
- LUMO level (hartree) = -0.0070
- Kohn-Sham gap (Eh) = 0.331



## ii
C6H6N2OS | ωB97M-V/def2-TZVPD

Structure (XYZ):
```
16
C6H6N2OS (ωB97M-V/def2-TZVPD)
C 0.99 -1.44 1.24
C 0.43 -0.83 0.16
C 0.52 0.59 -0.19
C 0.79 1.09 2.07
C -0.89 -0.45 -1.50
C -2.07 -0.65 -2.41
N -0.38 -1.39 -0.83
N 1.52 2.14 2.31
O -0.35 0.84 -1.10
S 1.81 -0.40 2.32
H 1.03 -2.48 1.22
H -2.22 -1.65 -2.55
H -2.96 -0.31 -1.98
H -1.81 -0.22 -3.35
H 1.06 2.96 2.22
H 2.53 2.22 2.36
```

Summary:
- HOMO (eV) = -7.758
- LUMO level (hartree) = -0.0097
- Kohn-Sham gap (Eh) = 0.275



i (2.522 eV below the next structure)